(1)
Entry from the Open Molecules 2025 dataset: one molecule with the formula C15H22BrN5O5S (the ωB97M-V functional and the def2-TZVPD basis).

E in eV: -114478.9685
HOMO in eV: -8.397
SMILES: CCOC(=O)N1CCN(C(=O)CCNS(=O)(=O)c2cc(Br)cnc2N)CC1

```
49
Properties=species:S:1:pos:R:3:mulliken_charge:R:1
C -3.277 -4.324 0.237 -1.13
C -4.293 -3.844 -0.790 -0.25
O -4.203 -2.436 -1.001 -0.40
C -4.790 -1.664 -0.066 0.70
O -5.430 -2.080 0.873 -0.67
N -4.619 -0.347 -0.341 0.23
C -4.996 0.634 0.647 -1.41
C -3.763 1.406 1.113 -0.43
N -3.102 2.030 -0.022 0.20
C -1.902 2.637 0.054 0.38
O -1.299 3.004 -0.946 -0.77
C -1.356 2.987 1.432 -0.37
C 0.167 2.791 1.476 -0.67
N 0.580 1.457 1.845 -0.28
S 0.362 0.173 0.795 1.18
O 0.402 -0.995 1.622 -0.81
O -0.800 0.359 -0.035 -0.36
C 1.840 0.257 -0.184 0.24
C 2.947 -0.374 0.336 -0.54
C 4.138 -0.319 -0.373 -0.31
Br 5.700 -1.158 0.291 -0.20
C 4.162 0.368 -1.580 -0.13
N 3.105 0.969 -2.077 -0.69
C 1.936 0.938 -1.416 0.39
N 0.908 1.561 -1.997 -0.19
C -3.579 1.611 -1.328 -1.19
C -3.699 0.094 -1.377 -0.44
H -3.307 -5.407 0.302 0.40
H -2.276 -4.008 -0.047 0.28
H -3.514 -3.905 1.212 0.30
H -4.100 -4.284 -1.771 0.31
H -5.308 -4.092 -0.463 0.33
H -5.747 1.318 0.236 0.36
H -5.442 0.096 1.487 0.46
H -3.078 0.697 1.594 0.37
H -4.068 2.170 1.837 0.53
H -1.581 4.044 1.592 0.33
H -1.819 2.408 2.228 0.39
H 0.617 3.480 2.196 0.43
H 0.582 3.003 0.488 0.23
H 0.316 1.182 2.778 0.33
H 2.854 -0.902 1.272 0.54
H 5.067 0.438 -2.168 0.42
H 1.093 2.061 -2.850 0.23
H 0.012 1.678 -1.542 0.05
H -4.541 2.088 -1.539 0.32
H -2.848 1.952 -2.063 0.52
H -2.708 -0.343 -1.210 0.33
H -4.067 -0.231 -2.354 0.47
```


(2)
Entry from the Open Molecules 2025 dataset: C15H22ClN5Sn as an isolated structure at a distorted geometry (the ωB97M-V functional and the def2-TZVPD basis).

Net charge: +2
E in eV: -41695.5542
HOMO in eV: -14.093

```
44
Properties=species:S:1:pos:R:3:mulliken_charge:R:1
C -0.046 0.204 -4.776 0.90
C 1.334 0.708 -4.708 -1.05
C -0.292 -1.219 -5.050 -1.10
C -1.173 1.147 -4.741 -1.05
Cl -0.093 -0.008 -1.631 -0.26
H -0.318 -1.440 -6.131 0.39
H -1.254 -1.543 -4.630 0.34
H 0.491 -1.849 -4.609 0.34
H 1.729 0.982 -5.701 0.41
H 2.011 -0.047 -4.287 0.35
H 1.401 1.602 -4.074 0.34
H -1.426 1.534 -5.742 0.41
H -0.948 2.014 -4.106 0.33
H -2.077 0.669 -4.340 0.35
C 1.543 -1.682 3.052 -0.44
C 0.806 -2.686 2.387 -0.66
C 1.034 -2.558 0.973 -0.34
H 0.200 -3.451 2.880 0.49
C 1.991 -1.462 0.797 -0.57
C 2.295 -0.949 2.097 -0.62
H 3.060 -0.205 2.329 0.51
H 1.570 -1.537 4.140 0.54
H 0.772 -3.285 0.205 0.58
H 2.517 -1.249 -0.129 0.59
C -2.394 0.254 2.563 -0.69
C -2.287 -1.083 3.026 -0.25
C -2.381 -1.961 1.927 -0.73
H -2.180 -1.380 4.077 0.48
C -2.530 -1.170 0.726 -0.36
C -2.542 0.230 1.144 -0.65
H -2.806 1.072 0.506 0.56
H -2.481 1.135 3.201 0.60
H -2.416 -3.052 1.987 0.51
H -2.821 -1.523 -0.260 0.59
Sn -0.245 -0.568 0.725 0.86
N 2.166 4.053 2.570 -0.60
N 1.193 3.065 2.715 0.91
N 0.928 2.546 3.952 -0.65
C 0.317 1.409 3.623 -0.32
N 0.306 1.186 2.290 0.42
N 0.969 2.194 1.716 -0.62
H 2.096 4.447 1.630 0.30
H 2.084 4.730 3.325 0.32
H -0.104 0.729 4.356 0.54
```


(3)
Entry from the Open Molecules 2025 dataset: a 2-piece molecular cluster, C15H22F6NO5 overall at a distorted geometry (the ωB97M-V functional and the def2-TZVPD basis).

Net charge: +1
E in eV: -43935.2376
HOMO in eV: -12.598

```
49
Properties=species:S:1:pos:R:3:mulliken_charge:R:1
C 1.871 -0.820 2.354 0.01
C 1.853 0.157 1.691 -1.13
C 1.757 1.457 0.992 0.20
O 0.571 2.112 1.356 -0.45
C -0.623 1.417 1.008 -0.06
C -1.639 2.352 0.376 -0.79
C -2.933 1.609 0.066 -0.89
C -3.581 0.951 1.285 -0.36
C -4.350 -0.328 1.026 0.54
O -5.058 -0.827 1.833 -0.53
O -4.186 -0.912 -0.194 -0.47
C 1.908 1.267 -0.525 -0.06
O 2.989 0.365 -0.703 -0.46
C 2.846 -0.541 -1.724 -0.25
F 2.177 -1.680 -1.249 -0.23
C 2.168 2.541 -1.391 0.71
F 3.278 2.353 -2.163 -0.30
F 1.090 2.678 -2.237 -0.31
C 2.336 3.922 -0.703 0.53
F 1.192 4.299 -0.081 -0.18
F 2.636 4.829 -1.653 -0.25
F 3.351 3.872 0.199 -0.26
H 2.033 -1.540 3.124 0.53
H 2.582 2.042 1.387 0.82
H -1.036 1.014 1.928 0.43
H -0.409 0.561 0.367 -0.04
H -1.220 2.787 -0.528 0.16
H -1.794 3.168 1.079 0.40
H -3.641 2.307 -0.368 0.37
H -2.722 0.893 -0.724 0.54
H -4.305 1.620 1.735 0.43
H -2.852 0.697 2.045 0.13
H -3.285 -0.775 -0.495 0.25
H 1.021 0.802 -0.943 0.41
H 3.827 -0.841 -2.072 0.27
H 2.257 -0.146 -2.550 0.33
C -0.917 -2.757 -1.874 -1.22
C -0.704 -2.874 -0.404 0.82
O -1.460 -2.614 0.465 -0.42
N 0.707 -3.283 0.039 0.08
C 0.698 -4.329 1.126 -0.90
H -1.968 -2.943 -2.080 0.40
H -0.658 -1.741 -2.182 0.24
H -0.307 -3.458 -2.442 0.45
H 1.292 -3.554 -0.751 0.43
H 1.106 -2.423 0.439 -0.05
H 0.214 -5.223 0.747 0.38
H 0.158 -3.923 1.973 0.37
H 1.729 -4.540 1.395 0.37
```


(4)
Entry from the Open Molecules 2025 dataset: one molecule with the formula C15H22N2O3 at a distorted geometry (the ωB97M-V functional and the def2-TZVPD basis).

E in eV: -25029.7934
HOMO in eV: -8.932
SMILES: CC(C)C[C@H](N)C(=O)N[C@@H](Cc1ccccc1)C(=O)O

```
42
Properties=species:S:1:pos:R:3:mulliken_charge:R:1
C 4.605 -1.480 -1.064 -1.27
C 3.231 -1.219 -0.178 0.55
C 3.270 -2.238 1.084 -1.38
C 2.807 0.123 0.442 -0.94
C 1.871 0.911 -0.495 0.62
N 2.337 1.904 -1.580 -0.68
C 1.142 2.075 0.207 0.02
O 1.922 3.069 0.381 -0.77
N -0.046 2.223 0.671 -0.02
C -0.962 1.166 0.661 -0.14
C -1.838 1.058 -0.777 -0.68
C -3.218 0.405 -0.477 0.74
C -4.259 1.072 0.274 -0.39
C -5.442 0.403 0.457 -0.60
C -5.651 -0.853 -0.145 -0.37
C -4.606 -1.435 -1.026 -0.44
C -3.307 -0.842 -1.078 -0.35
C -0.630 -0.189 1.073 0.27
O -0.634 -1.162 0.346 -0.49
O -0.478 -0.329 2.468 -0.54
H 4.689 -0.725 -1.826 0.37
H 4.466 -2.427 -1.639 0.38
H 5.521 -1.013 -0.443 0.27
H 2.363 -1.712 -0.858 0.15
H 3.591 -3.207 0.742 0.44
H 4.037 -1.914 1.771 0.37
H 2.273 -2.205 1.609 0.26
H 2.145 0.059 1.320 0.34
H 3.663 0.790 0.887 0.34
H 0.950 0.290 -0.723 -0.03
H 2.789 1.329 -2.245 0.24
H 3.016 2.485 -1.011 0.37
H -0.287 2.965 1.401 0.35
H -1.533 1.412 1.534 0.51
H -1.212 0.326 -1.450 0.18
H -1.725 2.116 -1.373 0.41
H -4.135 2.011 0.923 0.26
H -6.223 0.979 0.848 0.40
H -6.714 -1.259 -0.022 0.27
H -4.818 -2.331 -1.819 0.21
H -2.573 -1.400 -1.623 0.36
H -0.397 -1.230 2.751 0.42
```


(5)
Entry from the Open Molecules 2025 dataset: a 2-piece molecular cluster, C15H22N2O3S overall at a distorted geometry (the ωB97M-V functional and the def2-TZVPD basis).

E in eV: -35857.9987
HOMO in eV: -8.389

```
43
Properties=species:S:1:pos:R:3:mulliken_charge:R:1
C -3.912 -1.839 1.851 -0.87
H -4.868 -1.756 1.991 0.30
H -3.248 -2.080 2.618 0.38
H -3.745 -2.585 0.929 0.28
O -3.500 -0.724 1.212 -0.25
C -2.281 -0.531 1.134 0.37
O -1.515 -1.457 1.398 -0.71
C -1.871 0.986 0.521 -0.04
N -0.492 1.001 0.264 -0.08
C 0.329 2.068 0.471 0.22
O -0.277 3.407 0.658 -0.80
N 1.548 2.084 0.247 0.00
C 2.483 0.665 0.162 0.19
C 2.237 -0.213 1.058 -0.25
C 3.058 -1.400 0.779 -1.10
C 4.112 -1.388 0.207 0.95
C 4.488 -0.354 -0.592 0.96
C 3.554 0.835 -0.457 -0.66
H 3.902 1.897 -1.164 -0.01
C 5.626 -0.061 -1.415 -1.57
H 6.521 -0.269 -1.047 0.45
H 5.498 -0.782 -2.147 0.46
H 5.708 0.978 -1.959 0.27
C 5.023 -2.497 0.157 -1.19
H 5.134 -2.737 -1.286 0.19
H 6.182 -2.267 0.283 0.27
H 4.736 -3.539 0.612 0.31
H 2.899 -2.109 1.456 0.54
H 1.308 -0.386 1.821 0.31
H 2.152 2.834 0.274 0.28
H 0.013 0.184 0.207 0.39
H -2.080 1.618 1.360 0.49
C -2.651 1.510 -0.527 -0.95
C -2.458 0.540 -1.837 -0.55
H -1.402 0.548 -2.028 0.37
H -2.909 1.320 -2.627 0.32
S -2.954 -1.060 -1.877 -0.11
C -4.784 -0.812 -1.441 -1.14
H -5.243 -1.773 -1.796 0.36
H -5.215 -0.255 -0.675 0.40
H -4.982 -0.285 -2.391 0.40
H -3.876 1.522 -0.035 0.09
H -2.488 2.464 -0.698 0.73
```


(6)
Entry from the Open Molecules 2025 dataset: one molecule with the formula C15H22N2O4 at a distorted geometry (the ωB97M-V functional and the def2-TZVPD basis).

E in eV: -27081.0670
HOMO in eV: -8.978
SMILES: CC[C@H](C)[C@H](N)C(=O)N[C@@H](Cc1ccc(O)cc1)C(=O)O

```
43
Properties=species:S:1:pos:R:3:mulliken_charge:R:1
C -1.972 -3.197 0.876 -1.26
C -1.611 -2.674 -0.550 -0.46
C -0.282 -3.254 -1.211 0.24
C -0.316 -4.806 -1.227 -1.75
C 1.099 -2.747 -0.705 0.38
N 1.717 -3.396 0.386 -0.56
C 1.070 -1.262 -0.603 -0.17
O 1.298 -0.635 -1.629 -0.73
N 0.853 -0.737 0.537 0.04
C 0.805 0.693 0.749 -0.26
C -0.587 1.232 0.170 -0.59
C -0.536 2.834 0.079 -0.79
C 0.300 3.177 -1.010 -0.05
C 0.567 4.568 -1.294 -0.91
C 0.087 5.567 -0.495 0.50
O 0.345 6.934 -0.663 -0.56
C -0.770 5.213 0.572 -0.39
C -0.968 3.838 0.877 0.01
C 1.078 1.001 2.244 0.45
O 1.065 0.209 3.169 -0.61
O 1.419 2.260 2.376 -0.52
H -2.958 -2.853 1.246 0.39
H -1.174 -2.898 1.547 0.25
H -2.048 -4.258 0.847 0.37
H -1.583 -1.626 -0.530 0.10
H -2.394 -2.946 -1.241 0.51
H -0.252 -3.008 -2.232 0.45
H -0.654 -5.244 -0.308 0.42
H -0.964 -5.090 -2.042 0.43
H 0.693 -5.281 -1.365 0.36
H 1.721 -2.979 -1.607 0.12
H 1.525 -4.367 0.469 0.18
H 2.554 -2.915 0.764 0.23
H 1.039 -1.411 1.225 0.53
H 1.695 1.116 0.206 0.40
H -0.606 0.969 -0.888 0.49
H -1.326 0.789 0.865 0.42
H 0.913 2.435 -1.497 0.50
H 1.106 4.849 -2.171 0.41
H -0.517 7.397 -0.665 0.34
H -1.211 5.872 1.331 0.32
H -1.472 3.711 1.814 0.36
H 1.251 2.918 1.583 0.40
```


(7)
Entry from the Open Molecules 2025 dataset: one molecule with the formula C15H22N2O4 (the ωB97M-V functional and the def2-TZVPD basis).

E in eV: -27078.6731
HOMO in eV: -9.084
SMILES: O=C([C@H](CO)NC(=O)[C@H]1C[C@@]2(C1)C[C@]21CC1)N1CCCO1

```
43
Properties=species:S:1:pos:R:3:mulliken_charge:R:1
O 0.954 2.399 -2.335 -0.72
C -0.211 2.068 -2.171 0.16
C -0.697 1.561 -0.821 0.17
C -1.005 2.758 0.085 -0.89
O -1.988 3.583 -0.527 -0.43
N 0.385 0.797 -0.244 -0.19
C 0.169 -0.103 0.749 -0.25
O -0.940 -0.287 1.226 -0.70
C 1.377 -0.891 1.183 0.90
C 1.390 -2.390 0.759 -1.22
C 1.859 -2.722 2.175 0.88
C 1.433 -1.342 2.659 -1.32
C 3.132 -3.490 2.436 -1.02
C 1.817 -4.025 2.858 0.63
C 1.140 -4.304 4.142 -0.78
C 0.877 -5.161 2.920 -0.60
N -1.095 2.079 -3.201 0.25
C -1.034 3.042 -4.280 -0.73
C -2.266 3.895 -3.981 -0.43
C -3.241 2.845 -3.468 -0.45
O -2.440 1.782 -2.915 -0.33
H -1.579 0.933 -0.917 0.56
H -1.350 2.362 1.043 0.44
H -0.073 3.313 0.238 0.31
H -2.271 4.239 0.116 0.32
H 1.308 0.969 -0.612 0.31
H 2.305 -0.399 0.885 0.45
H 0.373 -2.747 0.579 0.32
H 2.029 -2.664 -0.080 0.34
H 2.101 -0.796 3.324 0.34
H 0.427 -1.368 3.082 0.34
H 3.614 -3.879 1.546 0.24
H 3.810 -3.183 3.225 0.27
H 1.697 -4.806 4.924 0.27
H 0.388 -3.613 4.503 0.23
H -0.054 -5.061 2.375 0.25
H 1.256 -6.173 2.979 0.24
H -0.091 3.576 -4.209 0.35
H -1.100 2.538 -5.246 0.30
H -2.026 4.607 -3.194 0.20
H -2.647 4.429 -4.849 0.42
H -3.900 3.209 -2.681 0.22
H -3.835 2.419 -4.279 0.33
```


(8)
Entry from the Open Molecules 2025 dataset: one molecule with the formula C15H22N2O4S (the ωB97M-V functional and the def2-TZVPD basis).

E in eV: -37917.8036
HOMO in eV: -8.625
SMILES: CCC(=O)Nc1ccc(S(=O)(=O)N2CCCCC2)cc1OC

```
44
Properties=species:S:1:pos:R:3:mulliken_charge:R:1
C -0.529 -5.994 -1.024 -1.36
C -0.863 -5.250 -2.310 -0.20
C -0.702 -3.737 -2.315 0.44
O -1.080 -3.075 -3.257 -0.66
N -0.108 -3.214 -1.206 -0.05
C 0.197 -1.886 -0.923 0.03
C -0.004 -0.839 -1.812 -0.62
C 0.335 0.457 -1.453 -0.76
C 0.871 0.693 -0.207 -0.42
S 1.225 2.365 0.329 1.22
O 2.126 2.303 1.443 -0.73
O 1.575 3.166 -0.804 -0.73
N -0.228 2.934 0.908 0.10
C -1.251 3.177 -0.081 -0.52
C -2.316 4.098 0.509 -0.84
C -2.895 3.474 1.776 -0.66
C -1.767 3.187 2.764 -0.83
C -0.717 2.296 2.106 -0.50
C 1.082 -0.332 0.701 -0.42
C 0.756 -1.629 0.350 0.80
O 0.931 -2.724 1.155 -0.47
C 1.530 -2.530 2.416 -0.89
H 0.526 -5.908 -0.772 0.33
H -1.130 -5.635 -0.190 0.34
H -0.748 -7.052 -1.157 0.38
H -0.242 -5.625 -3.127 0.25
H -1.899 -5.446 -2.596 0.33
H 0.153 -3.845 -0.461 0.28
H -0.424 -1.053 -2.781 0.56
H 0.208 1.278 -2.139 0.52
H -0.758 3.639 -0.936 0.40
H -1.717 2.229 -0.401 0.33
H -1.857 5.057 0.753 0.34
H -3.101 4.266 -0.230 0.35
H -3.627 4.147 2.227 0.32
H -3.404 2.541 1.523 0.33
H -1.295 4.125 3.059 0.34
H -2.154 2.696 3.658 0.36
H 0.144 2.153 2.760 0.42
H -1.159 1.312 1.872 0.32
H 1.521 -0.077 1.650 0.63
H 1.602 -3.521 2.861 0.25
H 0.917 -1.888 3.055 0.34
H 2.531 -2.099 2.320 0.36
```